Record 1
C18H17IrN2O2Te | ωB97M-V with the def2-TZVPD basis set

CARTESIAN COORDINATES (ANGSTROEM)
1 Ir -0.03 -0.73 0.59
2 Te 0.29 -3.16 -0.19
3 O -0.94 -0.27 -1.32
4 O -2.92 -0.42 -2.36
5 N 1.13 0.63 1.76
6 N -2.16 -0.30 1.08
7 C 2.13 -1.07 3.26
8 C 2.30 1.55 3.49
9 C 0.63 -4.14 1.65
10 C 1.82 2.57 2.74
11 C -4.31 -0.45 0.08
12 C 1.07 -5.47 4.07
13 C 0.38 2.64 0.54
14 C -4.09 -0.21 2.46
15 C -2.22 -0.38 -1.36
16 C 0.15 -4.44 4.00
17 C -0.07 -3.78 2.80
18 C -4.89 -0.36 1.33
19 C -2.72 -0.19 2.29
20 C 1.55 -5.18 1.73
21 C -2.92 -0.40 -0.01
22 C 1.85 0.32 2.86
23 C 1.77 -5.84 2.93
24 C 1.08 1.97 1.65
25 H -5.97 -0.40 1.43
26 H 1.20 -1.59 3.52
27 H 0.51 3.72 0.57
28 H 2.10 -5.48 0.85
29 H -0.41 -4.15 4.89
30 H -0.69 2.41 0.58
31 H 2.54 -1.63 2.42
32 H -0.81 -2.98 2.75
33 H -2.04 -0.09 3.12
34 H 1.25 -5.99 5.01
35 H 2.49 -6.65 2.97
36 H 0.73 2.25 -0.42
37 H 2.81 -1.11 4.11
38 H 1.95 3.63 2.89
39 H 2.90 1.59 4.38
40 H -4.51 -0.11 3.45
41 H -4.87 -0.55 -0.83

The HOMO-LUMO gap (spin up / spin down) comes out at 7.0 / 4.9 eV. The energy above the lowest of the compared OMol25 structures with the same formula, charge and spin comes out at 0.0 kcal per mole. As for the spin multiplicity: 5. The calculation puts the LUMO energy (spin up / spin down) at 0.219 / -2.374 eV. The expectation value of S² is 6.02.

Record 2
C15H37N3O2P | ωB97M-V with the def2-TZVPD basis set

CARTESIAN COORDINATES (ANGSTROEM)
1 P -0.15 2.01 -2.91
2 O -1.47 3.34 -5.01
3 O -1.21 4.60 -3.23
4 N 0.71 0.59 -2.17
5 N -0.05 -1.32 2.55
6 N -1.34 0.84 -3.66
7 C -1.12 -0.86 1.58
8 C -1.00 -1.73 0.34
9 C -1.05 3.49 -3.79
10 C -1.31 2.11 -1.35
11 C -1.40 -3.46 3.23
12 C 3.34 3.94 -2.39
13 C -2.89 -3.16 3.00
14 C 0.30 -2.51 0.48
15 C 0.49 -0.12 3.29
16 C -0.47 -2.32 3.61
17 C 3.17 1.35 -2.23
18 C 1.04 -1.86 1.63
19 C -3.53 -2.26 4.06
20 C 2.05 0.33 -2.71
21 C 3.38 2.57 -3.19
22 H -0.99 -1.10 -0.55
23 H -3.05 -2.73 2.02
24 H -3.42 -4.11 2.99
25 H -1.35 -4.17 4.06
26 H 2.07 0.19 -3.81
27 H -1.48 0.03 -3.05
28 H 2.41 4.52 -2.60
29 H -0.89 0.18 1.31
30 H -0.90 -1.75 4.44
31 H -1.01 -4.02 2.37
32 H -3.53 -2.74 5.04
33 H 4.39 2.55 -3.68
34 H 1.31 -0.45 3.93
35 H -3.02 -1.30 4.15
36 H 3.02 1.66 -1.17
37 H -0.67 2.16 -0.41
38 H 0.64 1.86 -4.11
39 H 0.79 0.72 -1.16
40 H 1.69 -2.54 2.18
41 H 0.77 2.96 -2.31
42 H -2.26 1.28 -3.75
43 H 2.37 -0.67 -2.27
44 H -1.98 1.23 -1.22
45 H 0.47 -2.74 3.99
46 H 4.19 4.61 -2.68
47 H 2.64 2.63 -4.01
48 H 1.62 -1.01 1.27
49 H 0.89 -2.48 -0.44
50 H 3.45 3.79 -1.29
51 H -1.95 3.02 -1.33
52 H -2.09 -0.86 2.07
53 H 0.85 0.61 2.56
54 H -0.32 0.31 3.88
55 H -4.56 -2.05 3.78
56 H -1.85 -2.41 0.23
57 H 4.13 0.76 -2.25
58 H 0.11 -3.57 0.68

The HOMO-LUMO gap comes out at 2.2 eV. The energy above the lowest of the compared OMol25 structures with the same formula, charge and spin comes out at 0.0 kcal per mole. The calculation puts the LUMO energy at 0.972 eV. Its net charge is -1.

Record 3
C4H5NO2 | ωB97M-V with the def2-TZVPD basis set

CARTESIAN COORDINATES (ANGSTROEM)
1 O -1.76 -0.54 0.40
2 O 1.42 -1.85 1.02
3 N 0.20 0.73 0.07
4 C 0.23 -1.67 1.02
5 C 0.53 -0.11 -1.03
6 C -0.29 1.91 -0.05
7 C -0.53 -0.58 0.27
8 H 0.14 2.57 -0.81
9 H -0.48 -2.35 1.54
10 H -1.14 2.21 0.54
11 H 1.50 -0.59 -0.98
12 H 0.18 0.26 -2.00

The HOMO-LUMO gap (spin up / spin down) comes out at 8.1 / 8.1 eV. The energy above the lowest of the compared OMol25 structures with the same formula, charge and spin comes out at 97.3 kcal per mole. The calculation puts the LUMO energy (spin up / spin down) at -0.530 / -0.531 eV.

Record 4
C19H26BrN2OS2 | ωB97M-V with the def2-TZVPD basis set

CARTESIAN COORDINATES (ANGSTROEM)
1 Br 4.85 3.10 0.15
2 S -2.12 -2.29 1.49
3 S 0.37 -0.97 0.29
4 O 3.91 -4.08 1.35
5 N -2.32 -0.29 -0.57
6 N 2.98 2.93 0.23
7 C 0.30 2.86 -3.26
8 C -1.49 -1.14 0.37
9 C -0.15 3.24 -1.72
10 C -1.03 2.15 -0.82
11 C 1.79 1.21 1.71
12 C -5.78 2.56 1.36
13 C -4.57 1.94 2.29
14 C -5.76 2.16 -0.24
15 C -0.11 1.38 -3.83
16 C 1.09 -0.27 1.87
17 C -3.33 0.57 0.14
18 C -1.48 0.65 -1.40
19 C -3.34 0.98 1.72
20 C -0.98 0.28 -2.96
21 C 2.55 1.45 0.28
22 C 1.60 -4.14 0.67
23 C -4.57 1.19 -0.81
24 C 2.93 -4.88 0.68
25 C 3.41 -5.19 -0.73
26 H 2.83 -5.81 1.25
27 H 3.53 0.78 0.21
28 H -6.64 3.27 1.77
29 H -1.31 -0.79 -3.36
30 H 1.69 -3.19 0.14
31 H -1.33 2.52 0.27
32 H 1.27 -3.92 1.69
33 H 0.83 -4.74 0.17
34 H -4.60 2.22 3.43
35 H 1.89 1.29 -0.68
36 H 0.23 -0.20 2.69
37 H 1.89 -1.02 2.35
38 H -4.58 0.93 -1.97
39 H 0.22 1.09 -4.92
40 H -2.47 0.55 2.40
41 H 2.52 3.46 1.00
42 H -6.58 2.54 -1.01
43 H 0.13 4.29 -1.27
44 H 2.60 3.35 -0.67
45 H 4.00 -3.25 0.85
46 H 2.62 1.33 2.55
47 H 0.95 2.00 1.96
48 H 3.56 -4.27 -1.30
49 H 0.90 3.67 -3.86
50 H 2.69 -5.82 -1.26
51 H 4.37 -5.71 -0.70

The HOMO-LUMO gap comes out at 5.4 eV. The energy above the lowest of the compared OMol25 structures with the same formula, charge and spin comes out at 407.7 kcal per mole. The calculation puts the LUMO energy at -4.955 eV. Its net charge is +1.

Ordered E_tot results: -1328.3700, -1249.6045, -360.5143, -4293.7478; unit a.u..